C39H28Br2F12LaN7O3 as an isolated structure at a distorted geometry. Source: the Open Molecules 2025 dataset; level of theory: wB97M-V/def2-TZVPD.

Each line ends with the Mulliken charge.
Element x y z (Å)
La1 -0.418 0.679 0.548  1.927
C1 1.718 -1.319 -5.610  -1.655
C2 1.563 -1.383 -4.110  0.759
C3 0.795 -2.365 -3.497  -1.478
C4 0.622 -2.369 -2.130  0.407
C5 1.203 -1.406 -1.283  -0.159
N1 0.959 -1.426 0.088  1.359
C6 1.145 -2.582 0.786  0.757
C7 1.831 -3.696 0.228  -0.927
C8 2.041 -4.877 0.908  -1.111
C9 1.607 -5.044 2.215  0.197
C10 1.827 -6.326 2.982  -1.589
C11 0.995 -3.948 2.807  -0.697
C12 0.759 -2.734 2.161  -0.885
C13 0.163 -1.544 2.950  2.508
O1 -0.778 -0.821 2.268  -1.141
C14 1.344 -0.601 3.384  -0.061
F1 1.047 0.178 4.437  -0.333
F2 2.462 -1.266 3.701  -0.346
F3 1.659 0.246 2.377  0.101
C15 -0.548 -1.987 4.277  0.228
F4 -1.255 -1.002 4.815  -0.206
F5 -1.425 -2.984 4.025  -0.222
F6 0.298 -2.426 5.237  -0.284
C16 1.964 -0.379 -1.908  -1.107
C17 2.130 -0.414 -3.298  -0.508
C18 2.562 0.768 -1.047  2.087
O2 1.664 1.344 -0.211  -0.660
C19 3.126 1.954 -1.931  -0.108
F7 4.229 1.665 -2.658  -0.312
F8 3.441 3.017 -1.185  -0.309
F9 2.203 2.391 -2.809  -0.072
C20 3.825 0.196 -0.285  0.292
F10 4.680 -0.408 -1.144  -0.329
F11 3.533 -0.698 0.649  -0.096
F12 4.522 1.178 0.332  -0.317
H1 1.542 -2.295 -6.068  0.413
H2 1.001 -0.616 -6.049  0.228
H3 2.719 -0.985 -5.893  0.380
H4 0.311 -3.131 -4.100  0.262
H5 0.009 -3.134 -1.667  0.469
H6 2.224 -3.602 -0.775  0.334
H7 2.572 -5.685 0.408  0.254
H8 2.089 -7.143 2.305  0.383
H9 2.635 -6.235 3.715  0.276
H10 0.928 -6.623 3.528  0.352
H11 0.713 -4.061 3.843  0.481
H12 2.731 0.339 -3.786  0.404
C21 0.568 6.180 -2.246  -1.499
C22 0.088 4.781 -2.530  0.684
C23 -0.257 4.353 -3.805  -0.671
C24 -0.707 3.060 -4.015  -0.960
C25 -0.800 2.238 -2.903  0.212
Br1 -1.453 0.469 -3.060  0.003
N2 -0.461 2.610 -1.691  0.699
C26 -0.025 3.855 -1.506  -0.749
H13 0.764 6.722 -3.173  0.376
H14 1.485 6.168 -1.655  0.345
H15 -0.180 6.739 -1.681  0.319
H16 -0.164 5.034 -4.646  0.317
H17 -0.970 2.690 -4.996  0.471
H18 0.265 4.093 -0.485  0.328
Br2 -7.483 2.577 -0.059  -0.309
C27 -5.621 2.123 0.081  0.055
C28 -5.249 0.951 0.711  -0.756
C29 -3.893 0.635 0.780  0.074
C30 -2.859 1.418 0.232  0.157
C31 -3.328 2.610 -0.348  -0.100
C32 -4.672 2.979 -0.443  -0.783
H19 -5.997 0.302 1.152  0.404
H20 -3.653 -0.287 1.311  0.176
H21 -2.620 3.326 -0.759  0.222
H22 -4.967 3.911 -0.911  0.382
N3 -2.194 -2.443 0.548  0.633
C33 -2.936 -3.550 0.395  -0.296
C34 -3.457 -3.505 -0.882  -1.184
C35 -2.960 -2.299 -1.414  -0.422
N4 -2.195 -1.662 -0.540  -0.184
H23 -1.695 -2.087 1.372  -0.264
H24 -3.029 -4.275 1.188  0.470
H25 -4.100 -4.227 -1.357  0.414
H26 -3.137 -1.870 -2.390  0.350
N5 1.602 3.235 2.910  -0.452
C36 0.272 2.952 2.771  0.403
O3 -0.149 2.750 1.592  -0.315
C37 -0.547 2.963 3.925  0.647
C38 0.051 3.227 5.185  -0.292
N6 0.580 3.473 6.184  -0.709
C39 -1.952 2.741 3.861  0.078
N7 -3.095 2.587 3.815  -0.729
H27 2.006 3.104 3.825  0.292
H28 2.158 2.911 2.130  0.211

E_LUMO (eV): 3.9
DFT total energy (eV): -231033.3797
Energy above the lowest of the compared OMol25 structures with the same formula, charge and spin (kJ/mol): 0.0
Total charge: -2